{"formula": "C42H49AlN5O7S", "method": "ωB97M-V/def2-TZVPD", "elements": ["Al", "C", "C", "C", "C", "C", "C", "C", "C", "N", "C", "C", "C", "C", "N", "C", "C", "C", "C", "C", "C", "C", "C", "H", "H", "H", "H", "H", "H", "H", "H", "H", "H", "H", "H", "H", "H", "H", "H", "H", "H", "H", "H", "H", "H", "H", "H", "C", "C", "N", "C", "C", "N", "C", "O", "O", "C", "O", "O", "H", "H", "H", "H", "H", "C", "N", "C", "C", "C", "C", "C", "C", "C", "C", "H", "H", "H", "H", "H", "H", "H", "H", "H", "H", "H", "H", "H", "C", "C", "C", "C", "C", "C", "C", "S", "O", "O", "O", "H", "H", "H", "H", "H", "H", "H"], "coordinates": [[-0.2808, 0.7726, 0.0735], [-2.5996, -1.0813, 2.6178], [-2.0635, 0.0416, 3.4483], [-2.8095, 0.5620, 4.4998], [-2.3236, 1.6002, 5.2735], [-1.0661, 2.1208, 5.0150], [-0.2784, 1.6260, 3.9817], [1.0821, 2.2218, 3.7324], [-0.8101, 0.5941, 3.1984], [-0.0156, 0.1352, 2.0751], [0.9842, -0.6189, 2.3159], [1.2579, -1.2770, 3.6303], [2.0158, -0.7567, 1.2195], [3.2451, -1.5599, 1.4959], [1.8002, -0.0734, 0.1704], [2.8379, 0.0687, -0.8239], [2.9936, -0.8924, -1.8301], [2.2227, -2.1797, -1.8077], [3.9377, -0.6616, -2.8226], [4.7242, 0.4814, -2.8087], [4.5969, 1.3858, -1.7710], [3.6662, 1.1923, -0.7508], [3.6540, 2.1574, 0.4054], [-3.6424, -1.2767, 2.8616], [-2.0503, -2.0106, 2.7892], [-2.5391, -0.8610, 1.5544], [-3.7884, 0.1443, 4.7001], [-2.9201, 2.0011, 6.0824], [-0.6788, 2.9282, 5.6237], [1.2734, 3.0203, 4.4465], [1.1530, 2.6338, 2.7267], [1.8814, 1.4865, 3.8520], [0.3800, -1.2502, 4.2702], [2.0770, -0.7756, 4.1501], [1.5660, -2.3103, 3.4666], [3.7068, -1.2512, 2.4344], [3.9696, -1.4571, 0.6929], [2.9698, -2.6130, 1.5956], [1.2023, -2.0233, -1.4797], [2.6769, -2.8977, -1.1177], [2.2039, -2.6447, -2.7929], [4.0667, -1.4033, -3.6023], [5.4577, 0.6478, -3.5871], [5.2265, 2.2659, -1.7326], [3.6419, 3.1856, 0.0422], [4.5673, 2.0301, 0.9915], [2.8038, 2.0188, 1.0673], [0.2650, -0.1420, -3.7837], [0.6728, 1.0810, -3.0533], [0.3439, 1.4514, -1.8258], [0.9266, 2.6881, -1.6140], [1.6162, 3.0662, -2.7166], [1.4257, 2.0446, -3.6255], [2.5640, 4.1942, -2.9605], [2.3446, 4.8932, -4.0961], [3.4906, 4.4305, -2.2527], [0.8100, 3.2898, -0.2535], [1.0606, 4.4505, -0.0398], [0.4557, 2.3850, 0.6091], [0.0222, -0.9486, -3.0998], [1.0575, -0.4630, -4.4597], [-0.6269, 0.0517, -4.3866], [1.8928, 1.9512, -4.5142], [1.4518, 4.7399, -4.4291], [-2.9166, 2.3945, -2.9206], [-3.6804, 1.1166, -2.9026], [-5.1374, 1.3696, -3.0591], [-3.3178, 0.2407, -1.6920], [-3.3864, 1.0015, -0.4061], [-4.6522, 1.2895, 0.1063], [-4.8007, 2.1486, 1.1828], [-3.6677, 2.7315, 1.7261], [-2.4100, 2.3771, 1.2544], [-2.2043, 1.4643, 0.2047], [-3.1134, 2.9058, -3.8604], [-1.8591, 2.1737, -2.8039], [-3.2424, 2.9989, -2.0784], [-3.3859, 0.5653, -3.7077], [-5.4632, 2.0181, -2.2520], [-5.6684, 0.4222, -3.0180], [-5.3059, 1.8549, -4.0178], [-2.3054, -0.0812, -1.9117], [-3.9820, -0.6207, -1.7404], [-5.5305, 0.8223, -0.3267], [-5.7835, 2.3645, 1.5811], [-3.7550, 3.4357, 2.5441], [-1.5523, 2.8274, 1.7357], [1.9339, -6.8311, 1.2057], [1.1101, -5.6909, 0.6770], [0.7242, -5.6390, -0.6573], [-0.0510, -4.5939, -1.1426], [-0.4454, -3.5863, -0.2815], [-0.0820, -3.6209, 1.0586], [0.6915, -4.6659, 1.5289], [-1.4200, -2.2455, -0.8896], [-2.7168, -2.3043, -0.2734], [-1.3986, -2.3219, -2.3342], [-0.6488, -1.0259, -0.4360], [2.3268, -7.4446, 0.3971], [1.3307, -7.4723, 1.8508], [2.7737, -6.4693, 1.7998], [1.0350, -6.4275, -1.3316], [-0.3394, -4.5498, -2.1840], [-0.4187, -2.8380, 1.7252], [0.9656, -4.7044, 2.5778]], "forces_ev_per_a": [[-0.03, -0.04, 0.01], [0.00, -0.02, -0.03], [0.02, 0.01, 0.01], [0.00, -0.01, 0.01], [0.00, 0.00, 0.00], [0.00, -0.01, 0.00], [0.01, 0.00, -0.01], [-0.02, 0.00, 0.00], [0.00, 0.00, 0.00], [0.03, 0.03, 0.00], [-0.02, -0.01, 0.03], [-0.01, 0.00, -0.02], [0.02, 0.02, 0.00], [-0.01, -0.01, 0.00], [-0.03, 0.00, 0.00], [0.02, -0.03, 0.00], [0.00, 0.00, -0.01], [0.00, 0.01, 0.01], [-0.01, 0.00, 0.00], [0.00, 0.01, 0.01], [0.01, 0.01, -0.01], [-0.01, -0.01, 0.01], [-0.01, 0.00, -0.01], [-0.01, 0.00, -0.01], [0.00, 0.01, 0.02], [-0.01, -0.01, 0.00], [0.00, 0.00, 0.00], [0.00, 0.00, 0.00], [0.00, 0.00, 0.00], [0.00, 0.00, 0.00], [0.00, 0.00, 0.00], [0.01, -0.01, 0.00], [0.00, 0.00, 0.00], [0.01, 0.00, 0.00], [0.00, 0.00, 0.00], [0.00, 0.00, 0.00], [0.00, 0.00, 0.00], [0.00, 0.00, 0.01], [-0.03, 0.01, -0.01], [-0.01, 0.00, 0.01], [0.01, 0.00, 0.00], [0.00, 0.00, 0.00], [0.00, 0.00, 0.00], [0.00, 0.00, 0.00], [0.00, 0.00, 0.00], [0.01, 0.00, 0.00], [0.01, 0.00, 0.00], [-0.02, 0.00, -0.01], [-0.03, 0.02, 0.03], [0.08, 0.01, -0.06], [-0.04, -0.01, 0.03], [0.02, 0.00, -0.01], [0.00, 0.00, -0.01], [-0.02, 0.04, 0.04], [0.00, 0.00, 0.00], [0.00, -0.02, -0.02], [0.07, 0.00, 0.00], [-0.01, 0.01, -0.01], [-0.06, 0.00, 0.02], [0.00, -0.02, 0.01], [0.01, -0.01, 0.02], [0.02, 0.01, -0.02], [0.00, 0.00, 0.00], [0.00, 0.00, -0.01], [-0.01, 0.00, 0.00], [0.02, -0.01, 0.01], [-0.01, 0.00, 0.00], [0.01, 0.01, -0.02], [0.00, -0.01, -0.02], [0.00, 0.00, 0.00], [0.00, 0.00, 0.00], [0.00, 0.00, 0.00], [-0.02, 0.04, -0.02], [0.01, -0.02, 0.07], [0.00, 0.00, 0.00], [0.01, 0.00, 0.00], [-0.01, 0.00, 0.00], [-0.01, 0.01, -0.01], [0.00, 0.00, 0.00], [0.00, 0.00, 0.00], [0.00, 0.00, 0.00], [-0.01, 0.00, 0.00], [-0.01, 0.01, 0.00], [0.00, 0.01, 0.00], [0.00, 0.00, 0.00], [0.00, 0.00, 0.00], [0.02, 0.00, 0.00], [0.00, 0.00, 0.00], [0.00, 0.00, 0.00], [0.01, 0.01, 0.00], [0.00, -0.01, -0.01], [0.01, 0.04, 0.02], [-0.01, -0.01, 0.00], [0.02, -0.01, 0.00], [0.03, -0.03, 0.05], [0.00, 0.04, 0.03], [0.00, -0.02, -0.02], [-0.02, 0.00, -0.09], [0.00, 0.00, 0.00], [0.00, 0.00, 0.00], [0.00, 0.00, 0.00], [0.00, 0.00, 0.00], [0.00, 0.00, 0.00], [-0.01, 0.00, 0.01], [0.00, 0.00, 0.00]], "relative_energy_kj_mol": 0.00, "total_charge": 1, "e_lumo_ha": -0.11024, "energy_ev": -83566.4278}